a.
2 unconnected molecules or ions with the total composition CH2F2N2. Source: the OMol25 dataset; level of theory: wB97M-V/def2-TZVPD.

Structure (XYZ):
```
7
Properties=species:S:1:pos:R:3
N 0.865 -1.519 1.146
C -0.239 -1.349 1.342
F -1.478 -1.147 1.706
N 0.485 0.909 -0.984
F -0.608 0.669 -0.174
H 0.608 1.923 -1.056
H 0.368 0.514 -1.980
```

Orbital gap   10.99 eV
HOMO   -10.29 eV
Multiplicity   1


b.
2 unconnected molecules or ions with the total composition CH2F2N2. Source: the OMol25 dataset; level of theory: wB97M-V/def2-TZVPD.

Structure (XYZ):
```
7
Properties=species:S:1:pos:R:3
C -0.387 0.101 -0.273
N 0.496 -0.528 0.276
N 0.572 2.458 -0.226
F 1.659 1.689 0.196
F -0.040 2.839 0.922
H -1.427 -0.082 -0.377
H 1.346 -0.113 0.570
```

Orbital gap (spin up / spin down)   10.25 / 7.70 eV
HOMO (spin up / spin down)   -10.27 / -8.24 eV
Multiplicity   1


The structure with the greatest stability is a.


a.
2 unconnected molecules or ions with the total composition C2H3Cl2NO3. Source: the OMol25 dataset; level of theory: wB97M-V/def2-TZVPD.

Structure (XYZ):
```
11
Properties=species:S:1:pos:R:3
O -2.070 2.028 -0.396
N -1.091 1.614 0.112
O -0.799 0.555 0.537
O 0.048 2.512 0.057
H 0.873 2.364 0.636
C -0.137 -2.017 -0.329
C 0.965 -1.261 -0.135
Cl 1.459 -1.066 1.455
Cl 1.851 -0.409 -1.345
H -0.390 -2.346 0.620
H -0.708 -1.973 -1.212
```

Orbital gap   9.83 eV
HOMO   -9.50 eV
Multiplicity   1


b.
A molecular structure, C2H3Cl2NO3. Source: the OMol25 dataset; level of theory: wB97M-V/def2-TZVPD.

Structure (XYZ):
```
11
Properties=species:S:1:pos:R:3
C 0.118 0.486 0.119
C -1.678 0.062 0.932
N -2.039 -1.173 0.281
O -2.876 -1.142 -0.591
O -1.411 -2.128 0.643
O 1.024 -0.472 0.237
Cl -1.556 -0.178 2.666
Cl -2.731 1.328 0.489
H 0.338 1.277 0.899
H -0.332 0.828 -0.815
H 1.250 -1.201 -0.383
```

Orbital gap   9.77 eV
HOMO   -9.84 eV
Multiplicity   1


The structure with the greatest stability is b.


a.
A molecular structure, C25H32B2F5N7O14P2V. Source: the OMol25 dataset; level of theory: wB97M-V/def2-TZVPD.

Structure (XYZ):
```
88
Properties=species:S:1:pos:R:3
V -1.903 1.534 1.124
C -4.127 2.940 -2.377
C -3.086 2.502 -1.418
N -3.201 2.574 -0.148
O -4.311 3.131 0.357
B -4.007 4.239 1.327
F -5.191 4.785 1.712
F -3.130 5.136 0.704
O -3.323 3.732 2.578
N -2.113 3.219 2.320
C -1.120 3.592 3.036
C -1.237 4.529 4.183
C 0.166 3.004 2.602
N 0.095 2.408 1.474
O 1.201 1.744 1.062
B 1.352 1.785 -0.420
F 2.467 0.997 -0.719
F 1.485 3.090 -0.856
O 0.195 1.133 -1.114
N -1.010 1.696 -0.849
C -1.778 1.950 -1.840
C -1.424 1.747 -3.266
C 1.393 3.026 3.436
H -4.843 3.584 -1.876
H -4.635 2.042 -2.744
H -3.683 3.453 -3.229
H -2.152 5.105 4.090
H -0.378 5.195 4.236
H -1.285 3.951 5.110
H -0.373 1.496 -3.361
H -1.643 2.648 -3.839
H -2.060 0.944 -3.649
H 1.387 3.848 4.146
H 2.275 3.075 2.802
H 1.425 2.085 3.994
F 2.973 -1.248 1.474
C 2.138 -1.587 0.458
C 0.814 -1.327 0.575
C -0.021 -1.654 -0.496
C -1.370 -1.119 -0.496
O -1.688 -0.339 0.429
C -2.186 -1.402 -1.617
C -1.639 -2.104 -2.647
N -0.378 -2.597 -2.667
C 0.122 -3.243 -3.857
C -0.731 -4.277 -4.519
C 0.510 -4.689 -3.780
C 0.482 -2.323 -1.614
C 1.862 -2.566 -1.705
C 2.700 -2.146 -0.694
N 4.111 -2.207 -0.878
C 4.831 -3.391 -0.495
C 5.466 -3.238 0.884
N 6.380 -2.038 0.835
C 5.640 -0.767 0.477
C 4.887 -0.986 -0.830
C -3.584 -0.792 -1.780
O -3.839 -0.384 -2.928
O -4.321 -0.779 -0.771
H 0.413 -0.816 1.438
H -2.217 -2.253 -3.550
H 0.713 -2.592 -4.491
H -0.727 -4.300 -5.599
H -1.680 -4.512 -4.059
H 1.372 -5.011 -4.347
H 0.371 -5.177 -2.825
H 2.299 -2.974 -2.605
H 5.626 -3.605 -1.225
H 4.160 -4.248 -0.487
H 6.066 -4.099 1.173
H 4.716 -3.029 1.646
H 7.107 -2.211 0.137
H 6.850 -1.917 1.730
H 6.378 0.028 0.387
H 4.972 -0.563 1.305
H 5.621 -1.008 -1.649
H 4.232 -0.130 -1.005
O -1.202 -1.840 2.995
P -1.508 -0.443 3.742
O -0.935 -0.385 5.089
O -1.072 0.616 2.733
O -3.115 -0.412 3.813
P -4.198 -0.091 2.668
O -4.207 -1.357 1.769
O -5.445 0.384 3.242
O -3.426 0.976 1.758
H -1.541 -2.584 3.508
H -4.208 -1.169 0.761
```

Orbital gap (spin up / spin down)   6.96 / 6.96 eV
HOMO (spin up / spin down)   -8.52 / -8.52 eV
Multiplicity   2


b.
A molecular structure, C25H32B2F5N7O14P2V. Source: the OMol25 dataset; level of theory: wB97M-V/def2-TZVPD.

Structure (XYZ):
```
88
Properties=species:S:1:pos:R:3
V -0.207 -0.093 0.434
C -0.504 -0.356 -3.882
C -0.106 -0.469 -2.454
N -0.489 0.340 -1.538
O -1.247 1.384 -1.881
B -0.661 2.691 -1.426
F -1.466 3.686 -1.884
F 0.656 2.751 -1.871
O -0.636 2.798 0.087
N 0.170 1.888 0.641
C 0.989 2.256 1.557
C 1.060 3.645 2.086
C 1.870 1.170 2.025
N 1.785 0.104 1.318
O 2.467 -0.966 1.764
B 2.892 -1.909 0.683
F 3.420 -3.011 1.329
F 3.788 -1.284 -0.168
O 1.725 -2.418 -0.106
N 0.997 -1.446 -0.690
C 0.752 -1.552 -1.941
C 1.237 -2.659 -2.811
C 2.688 1.270 3.261
H -0.836 0.655 -4.096
H -1.341 -1.046 -4.042
H 0.306 -0.643 -4.546
H 0.643 4.337 1.360
H 2.083 3.922 2.332
H 0.462 3.701 2.999
H 2.021 -3.218 -2.312
H 1.600 -2.267 -3.758
H 0.389 -3.317 -3.026
H 2.930 2.299 3.508
H 3.594 0.676 3.163
H 2.089 0.848 4.074
F 2.389 -3.445 4.271
C 1.734 -4.066 3.253
C 0.840 -3.355 2.509
C 0.161 -4.003 1.475
C -0.713 -3.221 0.619
O -0.864 -2.010 0.834
C -1.262 -3.877 -0.515
C -0.981 -5.200 -0.706
N -0.241 -5.955 0.135
C -0.062 -7.358 -0.145
C -1.280 -8.178 -0.446
C -0.565 -8.355 0.860
C 0.394 -5.361 1.218
C 1.332 -6.057 1.988
C 2.014 -5.415 3.006
N 2.982 -6.150 3.741
C 2.527 -7.208 4.601
C 2.397 -6.732 6.046
N 3.750 -6.240 6.483
C 4.240 -5.105 5.618
C 4.227 -5.560 4.160
C -2.122 -3.102 -1.541
O -2.080 -3.542 -2.701
O -2.787 -2.156 -1.051
H 0.666 -2.303 2.693
H -1.372 -5.694 -1.585
H 0.848 -7.591 -0.686
H -1.185 -8.946 -1.199
H -2.233 -7.670 -0.427
H 0.020 -9.252 1.013
H -1.044 -7.955 1.742
H 1.587 -7.079 1.753
H 3.231 -8.053 4.565
H 1.562 -7.578 4.259
H 2.094 -7.520 6.735
H 1.717 -5.883 6.125
H 4.412 -7.017 6.426
H 3.724 -5.945 7.458
H 5.241 -4.844 5.960
H 3.556 -4.280 5.794
H 5.023 -6.308 4.025
H 4.475 -4.712 3.523
O -1.863 -1.844 3.611
P -1.472 -0.277 3.555
O -1.290 0.309 4.888
O -0.334 -0.194 2.567
O -2.772 0.380 2.845
P -3.277 0.284 1.338
O -3.742 -1.195 1.069
O -4.225 1.343 1.032
O -1.913 0.284 0.529
H -2.718 -1.977 4.049
H -3.243 -1.623 0.292
```

Orbital gap   6.74 eV
HOMO   -8.44 eV
Multiplicity   2


The structure with the greatest stability is a.


a.
3 unconnected molecules or ions with the total composition C3H14NO2. Source: the OMol25 dataset; level of theory: wB97M-V/def2-TZVPD.

Structure (XYZ):
```
20
Properties=species:S:1:pos:R:3
C 2.024 -0.338 0.559
C 0.976 0.739 0.366
N 0.223 0.876 1.737
C -0.854 1.879 1.644
H 1.584 -1.344 0.606
H 2.575 -0.260 -0.401
H 2.690 -0.089 1.475
H 1.389 1.762 0.062
H 0.213 0.465 -0.426
H 0.854 1.141 2.510
H -0.254 -0.048 1.896
H -1.735 1.690 2.400
H -1.399 1.844 0.667
H -0.413 2.976 1.747
H -0.434 -2.196 -5.106
H -1.231 -3.531 -4.912
O -0.414 -3.020 -4.716
H -2.304 -1.365 0.421
H -1.744 -0.573 -0.735
O -1.747 -0.608 0.209
```

Orbital gap   10.70 eV
HOMO   -13.78 eV
Multiplicity   1
Net charge   +1


b.
3 unconnected molecules or ions with the total composition C3H14NO2. Source: the OMol25 dataset; level of theory: wB97M-V/def2-TZVPD.

Structure (XYZ):
```
20
Properties=species:S:1:pos:R:3
C -1.172 0.032 -1.699
C -0.778 1.080 -0.695
N -0.109 0.441 0.524
C -0.194 1.240 1.715
H -1.968 -0.586 -1.238
H -0.312 -0.471 -2.140
H -1.692 0.410 -2.595
H -1.642 1.570 -0.229
H -0.157 1.888 -1.087
H -0.666 -0.414 0.588
H 0.824 0.114 0.255
H -1.168 1.222 2.265
H 0.603 1.010 2.426
H -0.124 2.309 1.474
H 3.427 0.125 -0.609
H 3.108 -1.311 -0.595
O 2.655 -0.464 -0.635
H 0.049 -3.207 1.329
H -0.739 -2.541 0.207
O 0.055 -2.444 0.741
```

Orbital gap   12.77 eV
HOMO   -15.62 eV
Multiplicity   1
Net charge   +1


c.
3 unconnected molecules or ions with the total composition C3H14NO2. Source: the OMol25 dataset; level of theory: wB97M-V/def2-TZVPD.

Structure (XYZ):
```
20
Properties=species:S:1:pos:R:3
C -1.880 -1.274 0.882
C -1.422 0.158 0.752
C -0.263 0.508 1.669
N -1.010 0.313 -0.703
H -2.805 -1.447 0.323
H -1.183 -1.972 0.469
H -2.041 -1.616 1.900
H -2.312 0.784 0.847
H 0.511 -0.257 1.549
H -0.606 0.605 2.694
H 0.207 1.436 1.323
H -1.765 -0.047 -1.290
H -0.978 1.273 -1.033
H -0.061 -0.076 -0.907
H 3.100 0.748 -2.306
H 3.821 1.939 -1.740
O 3.042 1.383 -1.577
H 1.946 -1.565 -1.217
H 2.199 -0.109 -0.765
O 1.501 -0.783 -0.872
```

Orbital gap   12.58 eV
HOMO   -15.63 eV
Multiplicity   1
Net charge   +1


The structure with the greatest stability is c.